Record 1
Formula: C4H14ClMgN4O3
Source: the Open Molecules 2025 dataset
Level of theory: wB97M-V/def2-TZVPD

Positions of all 27 atoms, in Å:
Mg: 0.581906 -4.060992 1.047398
Cl: 0.018432 -0.390731 1.616904
C: 0.250488 3.465631 -3.668898
O: 0.631626 4.152262 -4.558587
N: -0.967818 3.143580 -3.402818
N: 1.003509 3.126913 -2.685586
H: -1.267087 2.800249 -2.501340
H: -1.690107 3.579263 -3.958311
H: 0.673883 2.501534 -1.964233
H: 1.983125 3.363662 -2.751923
C: 6.540909 -1.288260 4.315734
O: 6.534599 -2.091267 3.433531
N: 7.442934 -1.211952 5.273995
N: 5.609638 -0.346707 4.445100
H: 7.395474 -0.358258 5.811626
H: 8.128067 -1.938712 5.424056
H: 4.934498 -0.273153 3.697521
H: 5.590059 0.236154 5.269711
C: -6.434206 -0.762233 -2.000635
C: -5.688992 -1.850066 -1.220228
O: -5.079310 -2.755930 -2.114383
H: -5.747514 -0.266065 -2.686465
H: -6.952804 -0.105070 -1.302571
H: -7.259416 -1.213298 -2.551700
H: -6.508291 -2.443570 -0.814506
H: -5.000155 -1.473326 -0.464129
H: -4.723444 -3.539658 -1.689265

Forces on the atoms, in the same order (eV/Å):
Mg -0.168 1.717 0.265
Cl 0.255 -1.715 -0.270
C 0.419 1.679 -0.126
O 0.736 1.389 -3.132
N -6.234 -1.183 -0.372
N 4.488 -1.820 3.950
H 0.184 0.187 -0.347
H 0.118 -0.217 0.025
H 0.492 0.219 -0.173
H -0.209 -0.247 0.182
C -0.133 -0.007 -0.030
O -0.096 -1.968 -1.983
N 1.667 0.302 1.943
N -1.841 1.613 -0.118
H 0.772 -0.628 0.335
H -0.132 0.439 -0.083
H 0.128 0.244 0.450
H -0.435 0.000 -0.526
C 0.362 -0.563 0.160
C -1.684 -0.677 -0.246
O 1.005 0.187 -1.189
H -0.257 0.349 0.089
H 0.480 0.368 0.021
H 0.288 -0.175 -0.309
H 0.069 0.219 1.147
H -0.021 0.105 0.026
H -0.252 0.183 0.311

Values from the calculation:
- DFT total energy: -1265.43861 hartree
- Charge: +1

---

Record 2
Formula: C4H3N3O
Source: the Open Molecules 2025 dataset
Level of theory: wB97M-V/def2-TZVPD

Positions of all 11 atoms, in Å:
C: -2.117197 1.635600 -1.689829
C: -1.196701 0.866122 -1.205105
C: -0.428304 0.405959 -0.137168
N: -0.875306 0.109998 1.061756
N: 0.127040 -0.351691 1.827987
C: 1.129802 -1.093095 1.357199
N: 1.188453 -1.221037 -0.054622
O: 0.810712 0.161260 -0.472461
H: -2.691890 2.452374 -2.151212
H: 1.909961 -1.520965 2.019638
H: 2.143430 -1.444525 -0.556184

Forces on the atoms, in the same order (eV/Å):
C 4.846 -3.211 2.055
C -6.799 5.908 -2.713
C -1.773 -1.734 1.998
N 0.443 0.332 -2.934
N 3.433 -2.573 1.851
C -2.074 2.043 0.225
N 1.223 0.421 -0.532
O 3.629 -1.412 -1.334
H 0.440 -1.158 0.266
H -0.834 0.302 -0.463
H -2.537 1.083 1.582

Values from the calculation:
- DFT total energy: -393.48865 hartree
- SMILES: C#CC1=NN=CNO1

---

Number 2 is which compound? C4H3N3O